No. 1
A structure of composition C52H51BCsFN14O5, computed with ωB97M-V/def2-TZVPD.

Computed properties:
Energy: -3299.8790 hartree
Spin multiplicity: 2
Energy above the lowest of the compared OMol25 structures with the same formula, charge and spin: 3.4 kcal/mol
Total charge: -1
⟨S²⟩: 0.7965

XYZ file:
```
125
Properties=species:S:1:pos:R:3:forces:R:3:mulliken_spin:R:1
C 1.19435 -2.65936 0.87846 -0.038 -0.083 0.110 0.054
C -3.00077 -0.38151 -4.36999 -0.008 0.021 -0.006 -0.001
C 3.90004 -6.25313 1.68468 -0.118 -0.056 -0.022 -0.001
C 1.43721 -1.56236 -2.21830 0.073 -0.086 -0.059 0.117
C -3.27774 3.62498 -2.77588 0.014 0.037 0.016 0.000
B -0.83235 5.66620 -1.12827 -0.150 0.015 0.035 -0.001
O -1.58114 0.95580 3.31751 0.104 -0.340 0.795 0.000
H -2.13868 -1.35158 -0.24052 0.013 0.027 0.007 0.004
H -3.62701 2.63654 -3.00826 -0.073 -0.145 -0.041 0.000
C 1.54136 -0.35754 4.27723 0.032 -0.044 -0.044 0.001
H 3.35219 -6.19971 2.62255 0.002 0.003 -0.024 0.000
O -4.44276 1.76133 -0.28259 -0.863 -0.114 -0.427 0.000
Cs -2.20302 2.09690 1.02597 0.407 0.465 -0.667 0.004
N -2.70685 0.22815 -2.07091 -0.005 0.037 0.028 0.019
C 0.51199 -0.64299 2.12616 -0.032 0.060 -0.085 -0.011
H -2.80116 -1.12088 1.35619 -0.089 -0.055 0.020 0.000
H 2.93741 -3.04923 -2.03263 0.005 0.043 -0.005 0.003
H -5.01908 -0.78766 -4.99010 -0.007 -0.002 -0.014 0.000
O -0.13116 1.73161 4.85962 0.121 0.147 0.252 0.000
C 0.65711 4.65482 -2.98441 0.017 -0.092 0.015 0.001
C 4.61967 -4.94917 -0.18281 -0.005 0.063 -0.077 -0.004
H -7.79707 -1.09948 0.51750 0.000 0.029 0.019 0.000
H -1.97129 -2.63492 0.96613 0.017 -0.010 0.004 0.001
C 3.31516 -3.13538 2.62416 0.036 0.056 -0.021 0.016
H 4.78473 -3.92568 -0.51869 -0.005 -0.043 0.010 0.005
O -0.21396 -0.10620 -4.55935 0.097 0.229 -0.288 0.049
N -5.09889 -0.35527 0.25925 -0.039 0.023 0.102 0.000
H 3.99800 -1.02244 7.08195 0.020 0.006 0.007 0.000
H 0.79878 -3.50665 -2.82140 0.012 -0.033 0.016 0.003
C -4.56533 0.54302 -0.52708 -0.040 -0.250 -0.083 0.001
H 6.19341 -5.07686 1.73568 0.004 -0.046 -0.016 0.000
H 0.93654 4.58612 0.90549 0.008 0.005 -0.005 0.000
H 2.24390 -1.36502 6.74159 -0.030 0.002 -0.003 0.000
C 1.48700 1.94212 -0.65206 0.153 -0.008 0.033 0.048
H 0.39057 -2.42946 0.19176 -0.046 0.002 0.009 -0.024
N -0.59187 7.84559 -2.34621 0.020 -0.043 -0.059 0.000
H -7.27308 -4.17220 -0.89935 -0.014 0.000 0.000 0.000
H 5.85667 -6.72036 -0.64411 0.009 0.017 0.012 0.000
H 6.76263 -5.19646 -0.63206 0.008 -0.021 0.011 0.000
C -4.00421 -3.86576 -0.11322 0.011 -0.004 0.016 0.000
H 4.50528 -1.09980 4.65364 0.003 0.001 0.003 0.000
C -6.33426 -3.70502 -0.61914 0.001 0.001 -0.027 0.000
H 4.60521 -3.23094 5.97583 0.030 -0.003 0.004 0.000
C -0.06890 4.78823 1.23158 0.083 0.045 0.016 0.000
C -1.97645 5.14950 2.24482 0.072 0.044 0.001 0.000
H -5.94587 -0.33386 -2.71961 -0.046 -0.002 0.024 0.000
H 3.92292 -5.42420 -0.87876 -0.010 0.016 0.015 -0.001
C 3.11309 0.03002 -0.60145 0.028 -0.021 -0.016 -0.135
F 1.86911 -4.54292 -0.38971 -0.014 -0.023 0.141 -0.001
H -5.22039 -5.54417 -0.67962 -0.004 -0.037 -0.007 0.000
N -0.99343 5.23267 0.35165 0.173 0.052 -0.002 0.000
C -4.36846 -0.50283 -4.17270 0.023 -0.006 0.024 0.000
N -2.15619 3.77675 -2.09338 0.011 0.049 0.100 0.001
H 7.24164 -6.34283 1.37258 -0.089 0.041 0.001 0.000
C 3.14967 -3.91436 1.49377 -0.136 0.030 -0.115 -0.004
H 3.64198 5.24801 -1.84932 0.030 -0.002 0.011 0.000
H -4.79390 5.05441 -3.59533 -0.041 -0.001 -0.021 0.000
H 0.51061 -2.24213 -4.03809 0.009 -0.015 0.036 0.008
C -3.93539 -2.49725 0.12639 -0.034 0.019 -0.021 0.000
N 6.29263 -5.98625 1.26637 0.185 -0.066 0.014 0.000
C -3.02587 5.78314 -2.50354 -0.009 0.080 -0.017 0.000
C 2.05252 -3.70187 0.66551 -0.082 -0.120 0.160 -0.019
C 0.54662 -0.01941 3.43833 -0.002 -0.063 -0.116 0.005
C 2.39372 -2.12183 2.91800 0.000 0.015 -0.024 0.006
C -2.21937 -0.01965 -3.28353 -0.027 0.123 -0.044 -0.019
C 2.59575 5.11298 -2.07818 0.053 -0.114 0.074 -0.002
C 3.49587 -1.25259 -0.98072 -0.010 0.072 -0.105 0.232
H -3.10668 -4.46413 0.01447 0.014 0.004 0.003 0.000
C 1.91973 0.57134 -1.03906 0.035 0.000 -0.014 0.062
C -6.30466 -2.33845 -0.38539 0.027 0.015 -0.008 0.000
C 2.00890 4.57307 -3.23401 -0.012 0.084 -0.054 -0.001
C -0.66069 4.70694 2.47263 -0.003 0.054 0.027 0.000
C -0.73276 0.07852 -3.47270 -0.152 -0.459 0.213 -0.001
C -0.92560 9.35926 -0.70804 0.002 -0.006 -0.006 0.000
C 3.63177 -2.80072 5.78265 0.011 0.025 0.018 0.000
N -2.00920 5.11193 -1.93351 0.155 0.063 -0.020 0.000
C -1.04537 8.09096 -0.18490 0.009 0.060 -0.031 0.000
H -2.79064 5.23270 2.94740 -0.031 -0.007 0.017 0.000
H -0.23195 4.33363 3.38754 0.007 -0.006 0.029 0.000
C -0.64198 9.13722 -2.06679 -0.010 0.032 0.016 0.000
H 5.39136 -7.87536 1.47475 0.010 0.021 0.006 0.000
H -2.52978 -0.55157 -5.32707 0.001 -0.008 -0.013 0.001
H -8.39632 -2.10906 -0.81745 -0.015 -0.005 -0.002 0.000
H 2.83286 -3.51240 5.63228 -0.041 -0.020 -0.010 0.000
N 1.68233 5.46887 -1.18974 0.002 0.075 0.022 0.000
C 3.56216 -1.53171 4.97657 0.019 0.011 0.014 0.000
H 2.28765 2.48871 -0.15285 -0.024 -0.038 -0.009 0.005
C -7.55479 -1.51069 -0.46431 -0.010 -0.025 -0.002 0.000
H 3.31590 -6.86384 0.98399 -0.011 0.025 0.009 0.000
H -1.26912 7.75586 0.81122 -0.012 -0.025 0.056 0.000
C -3.87564 4.86301 -3.06932 0.000 -0.061 -0.014 0.000
C 0.50869 -2.46690 -2.97113 0.030 -0.054 0.006 0.000
C -5.09175 -1.70737 -0.03722 0.006 -0.043 -0.006 0.000
O -0.08741 -0.24739 1.14097 -0.062 -0.028 0.115 -0.012
N -0.84369 7.21103 -1.18501 -0.009 -0.020 0.058 0.000
C 1.37618 -1.84926 1.99216 -0.021 0.011 -0.005 -0.008
H -1.02640 10.29523 -0.18757 -0.004 0.039 0.024 0.000
H 1.15018 2.50746 -1.51674 -0.027 0.088 -0.064 0.006
H 1.62995 0.18789 5.20726 0.002 0.015 0.009 0.000
H 3.75665 0.62524 0.03461 0.015 0.014 0.009 0.006
H 2.48943 4.19194 -4.11871 0.002 0.011 -0.017 0.000
C -4.02230 0.13008 -1.89138 -0.069 -0.028 0.121 -0.005
N 0.49047 5.17395 -1.75174 -0.022 -0.072 0.010 0.003
C 3.27203 -1.50103 6.44198 0.011 -0.015 0.007 0.000
H 0.63772 1.86063 0.02078 -0.098 0.029 0.109 0.009
C 5.28720 -6.88774 1.92040 0.053 -0.054 0.034 0.000
H 4.17384 -3.30337 3.25929 0.015 -0.026 -0.004 0.000
C -0.49424 1.01226 3.91924 0.072 -0.098 -0.030 0.000
H 4.45055 -1.64807 -0.64544 -0.016 0.026 0.011 -0.003
H -0.47071 9.85994 -2.84868 0.009 0.032 -0.042 0.000
N -0.00403 0.40035 -2.36308 0.040 0.170 0.033 0.478
C 2.65389 -2.03452 -1.77196 0.112 0.086 -0.198 -0.095
N -2.17319 5.46051 0.97121 0.030 0.009 -0.023 0.000
C -2.64779 -1.86947 0.57645 0.080 -0.011 -0.040 -0.002
C -5.18729 -4.47777 -0.49573 -0.003 0.002 0.003 0.000
H 5.54367 -6.94120 2.97733 0.015 0.002 -0.025 0.000
C -4.88725 -0.25134 -2.91638 0.125 0.018 -0.106 0.003
H -0.18795 4.36840 -3.58338 -0.055 -0.017 -0.004 0.001
N 2.47783 -1.35180 4.05880 -0.013 -0.011 0.006 0.000
C 5.94331 -5.74365 -0.17084 0.058 -0.031 -0.031 0.000
H -3.06713 6.85731 -2.46553 0.008 0.037 -0.002 0.000
H -7.43184 -0.64780 -1.11993 -0.008 0.002 -0.016 0.000
N 4.12955 -4.91199 1.18407 -0.001 0.061 0.109 0.003
H -0.52039 -2.34751 -2.62433 -0.017 -0.013 0.006 -0.003
C 1.07535 -0.20778 -1.90716 -0.044 0.132 0.020 0.198
```
Positions in Å, forces in eV/Å.

---

No. 2
A structure of composition C38H26N10S2Sn at a distorted geometry, computed with ωB97M-V/def2-TZVPD.

Computed properties:
Energy: -3021.9495 hartree
Energy above the lowest of the compared OMol25 structures with the same formula, charge and spin: 13.2 kcal/mol

XYZ file:
```
77
Properties=species:S:1:pos:R:3:forces:R:3:mulliken_charge:R:1
H 1.84631 -5.62391 -2.06006 -0.157 -0.177 0.278 0.287
H 0.91292 -7.28534 -0.16929 0.279 0.231 -0.356 0.332
C 0.81931 -6.19537 -0.16925 0.428 -0.165 0.581 -1.040
C 0.59218 -2.01396 3.74324 -0.392 0.154 -0.163 0.534
C -2.29793 -1.73076 -5.49655 0.351 -0.899 1.072 -0.508
C 4.52646 1.12510 0.54399 0.714 -0.180 0.584 0.292
C -0.79608 -1.78292 3.66856 0.506 -0.254 1.365 0.246
C -2.48483 0.56090 1.35930 3.246 -2.462 -0.675 -0.293
C -3.70082 -2.29653 -5.12016 0.023 0.387 -1.674 -0.544
S -2.89396 -1.44375 -1.41240 -0.073 -0.362 1.282 -0.357
H 0.52785 -3.38569 6.85482 0.424 0.228 -0.377 0.351
C 1.65480 3.79324 -2.22777 -0.902 -0.126 -0.407 0.363
C -1.64174 -1.97192 4.75486 0.570 0.529 -0.505 -0.743
C -1.05803 -1.02185 2.50667 0.906 0.586 -3.372 -0.127
N -2.18956 -0.44905 2.20580 -1.687 1.211 0.603 -0.354
C -4.93968 1.06227 1.81532 -0.332 -0.283 0.975 -0.662
C 0.53819 5.91694 -3.58791 -0.417 -0.157 -0.827 -0.704
C -0.31493 5.04089 -2.91645 -0.204 0.069 0.418 -0.076
C 1.88946 2.60340 -1.44113 -1.290 -0.796 0.092 -0.255
C 3.31055 1.18717 -0.22235 -1.892 0.043 0.273 -0.464
C -3.54260 2.22581 0.25490 0.752 0.032 1.071 0.758
H -1.76150 -2.38009 -6.18458 -0.267 0.039 -0.191 0.297
H -4.67173 -2.43721 -3.21898 0.058 0.142 -0.178 0.246
S -1.35479 -1.84636 -3.90839 0.904 0.268 -0.633 -0.072
H -2.24125 -0.71795 -5.85957 -0.351 0.331 0.008 0.314
C 0.22848 -2.89680 5.92508 0.596 0.283 0.579 -0.568
N 2.36811 0.29059 0.33784 0.706 0.513 0.055 0.192
C -5.98591 1.80370 1.32491 -1.013 -0.011 1.023 -0.422
C -1.10069 -2.47255 5.90508 -0.356 -0.684 0.261 -0.467
C -2.78557 -1.97730 -2.94216 1.646 1.463 0.572 0.353
C 1.68670 -3.99537 -0.78654 -1.676 1.718 0.929 0.192
N -3.77794 -2.32947 -3.68300 -2.970 -1.080 -1.198 -0.205
C 0.22696 3.96409 -2.24236 1.665 0.550 0.160 0.219
N 1.30483 -2.94108 -0.47251 1.265 -1.831 -0.576 -0.266
N 0.66816 2.06570 -1.08879 0.435 -0.526 1.543 0.122
C -3.68911 1.31694 1.30761 -0.632 -0.546 -0.800 0.171
H 0.90445 -5.87576 0.86923 -0.184 0.010 0.011 0.295
H 5.90695 2.57813 -0.23807 0.066 -0.071 0.247 0.477
H -4.52530 -1.63000 -5.53825 0.978 -0.981 0.485 0.279
H 2.49491 6.23866 -4.32607 0.546 0.592 -0.269 0.411
C 5.25137 -0.10057 2.55393 -0.116 1.146 -0.919 -0.544
H -0.13864 -5.92976 -0.54019 -1.065 0.117 -0.125 0.305
N 2.45778 -1.18229 2.29278 -1.184 -0.085 0.929 -0.497
H -6.95171 1.64245 1.78824 -0.151 -0.013 -0.224 0.365
C 1.84889 -5.43345 -0.97865 1.827 -0.004 -0.336 -0.316
H -3.74612 -3.30937 -5.58328 -0.422 0.592 0.482 0.254
C 1.14798 -1.39328 2.52553 0.559 0.188 -1.140 -0.482
H 3.61606 4.48720 -2.99699 -0.796 -0.281 0.099 0.461
C 6.40203 0.64399 2.56544 0.589 0.299 -0.313 -0.527
C 1.91174 5.64905 -3.66281 -0.353 -0.518 0.434 -0.471
C -5.82539 2.81109 0.39530 0.286 -0.030 0.185 -0.696
Sn 0.28498 -0.28514 -0.46805 -0.175 0.599 -0.200 0.705
C 4.29972 0.23788 1.57780 -0.181 -1.565 0.543 0.677
C 1.12546 -2.57856 4.90242 0.989 -0.228 0.169 -0.022
N -1.63743 0.92057 0.31881 -0.720 1.905 1.766 0.148
C -2.17664 2.09395 -0.19442 0.828 -2.090 -1.410 -0.562
H 5.05629 -0.85986 3.25336 -0.294 -0.838 0.785 0.622
C -0.34432 2.90582 -1.38414 1.164 0.115 -1.955 -0.363
H 2.23956 -2.69565 5.02033 -1.403 -0.108 -0.170 0.397
N 0.11895 -0.94441 1.74057 -0.083 0.460 1.208 0.315
C 2.51826 4.59131 -2.96663 -0.339 0.892 -0.096 -0.335
C 2.94226 -0.30798 1.42957 0.341 0.472 -0.955 -0.170
H 7.46785 2.27106 1.72739 0.080 0.008 -0.417 0.374
C 5.72885 1.84309 0.54508 -0.615 0.638 -0.640 -0.389
N 3.08399 2.16503 -1.09784 0.292 -0.556 0.433 -0.466
H -5.13752 0.33510 2.60719 0.320 0.116 -0.361 0.424
C -4.57467 3.02886 -0.12529 -0.259 1.568 -1.919 -0.061
H -6.64525 3.43661 0.11555 -0.418 0.158 -0.219 0.434
H -4.44586 3.78508 -0.92928 0.085 -0.565 0.708 0.430
H 0.09964 6.74463 -4.19091 0.486 -0.661 0.633 0.315
H 2.88341 -5.63858 -0.62769 -0.519 -0.177 -0.256 0.241
C 6.59082 1.65134 1.58805 0.659 -0.294 0.654 -0.504
H 7.23472 0.46871 3.25973 -0.627 0.028 -0.101 0.372
H -1.69891 -2.55952 6.81364 0.115 -0.139 -0.304 0.373
N -1.63274 2.84426 -1.13272 -0.277 0.742 0.789 -0.499
H -1.38948 5.15823 -2.86686 -0.037 0.277 -0.184 0.519
H -2.61952 -1.56941 4.66048 -0.856 0.046 0.161 0.572
```
Positions in Å, forces in eV/Å.

---

no.,orbital gap (eV)
1,3.68
2,4.56